[1]
Below is C47H36N3O8P2S4Ta as an isolated structure at a distorted geometry, with properties calculated with ωB97M-V/def2-TZVPD.

Last column: Löwdin charge in e.
Element x y z (Å)
Ta  0.255  0.166  -0.611  1.70
S  -0.254  1.956  1.345  0.47
P  1.103  0.772  2.247  0.50
C  1.201  -0.506  1.107  -0.65
P  1.528  -2.228  1.541  0.45
S  -0.040  -3.413  1.538  0.31
C  2.852  -2.813  0.447  -0.36
C  3.650  -1.952  -0.293  -0.10
C  4.653  -2.460  -1.115  -0.08
C  4.876  -3.825  -1.172  -0.08
C  4.108  -4.689  -0.395  -0.08
C  3.093  -4.188  0.402  -0.09
C  2.361  -2.359  3.176  -0.33
C  3.746  -2.230  3.285  -0.11
C  4.381  -2.409  4.508  -0.08
C  3.636  -2.737  5.633  -0.08
C  2.261  -2.905  5.525  -0.07
C  1.629  -2.730  4.302  -0.12
C  2.577  1.766  2.594  -0.33
C  3.724  1.156  3.104  -0.08
C  4.829  1.915  3.455  -0.07
C  4.800  3.295  3.299  -0.08
C  3.670  3.908  2.779  -0.07
C  2.559  3.149  2.427  -0.09
C  0.452  0.248  3.848  -0.34
C  -0.751  -0.463  3.819  -0.11
C  -1.336  -0.876  5.003  -0.07
C  -0.727  -0.582  6.219  -0.08
C  0.463  0.130  6.250  -0.08
C  1.055  0.550  5.063  -0.07
H  3.492  -0.883  -0.225  0.08
H  5.248  -1.784  -1.716  0.11
H  5.645  -4.222  -1.825  0.10
H  4.301  -5.754  -0.417  0.10
H  2.472  -4.856  0.988  0.09
H  4.339  -2.011  2.405  0.11
H  5.457  -2.310  4.576  0.10
H  4.130  -2.886  6.585  0.10
H  1.678  -3.187  6.393  0.11
H  0.565  -2.903  4.201  0.07
H  3.752  0.084  3.235  0.08
H  5.709  1.429  3.858  0.11
H  5.659  3.891  3.583  0.10
H  3.647  4.983  2.649  0.10
H  1.680  3.627  2.017  0.06
H  -1.209  -0.703  2.866  0.09
H  -2.265  -1.434  4.979  0.11
H  -1.186  -0.907  7.146  0.10
H  0.935  0.360  7.197  0.11
H  1.982  1.107  5.092  0.10
O  0.591  -0.881  -3.116  -0.30
S  1.889  -0.240  -3.066  0.56
O  3.018  -0.940  -3.571  -0.24
O  2.073  0.211  -1.598  -0.46
C  1.664  1.251  -4.013  -0.21
C  2.611  1.526  -4.976  -0.04
C  2.410  2.576  -5.869  -0.05
C  1.263  3.339  -5.802  -0.05
C  0.312  3.098  -4.814  -0.04
C  0.500  2.061  -3.920  -0.21
S  -0.614  2.051  -2.524  0.55
O  -1.459  3.186  -2.637  -0.23
O  -1.291  0.753  -2.302  -0.36
O  0.365  2.095  -1.364  -0.51
H  3.492  0.900  -5.031  0.12
H  3.158  2.787  -6.622  0.11
H  1.104  4.143  -6.508  0.11
H  -0.567  3.720  -4.719  0.12
C  -5.130  4.721  -3.372  -0.07
O  -4.415  3.608  -3.884  -0.08
C  -4.916  2.374  -3.629  -0.28
C  -4.093  1.300  -3.971  0.01
C  -4.504  0.008  -3.731  -0.01
C  -5.762  -0.236  -3.175  -0.29
C  -6.596  0.826  -2.901  -0.04
C  -6.175  2.139  -3.092  -0.01
N  -6.336  -1.562  -2.980  0.07
N  -5.651  -2.508  -2.557  0.08
C  -4.311  -2.276  -2.037  -0.23
C  -3.324  -3.090  -2.491  -0.01
C  -1.973  -2.917  -2.101  0.04
C  -1.666  -1.933  -1.229  -0.32
O  -0.427  -1.566  -0.832  -0.33
C  -2.681  -1.106  -0.702  -0.16
N  -2.236  -0.095  0.112  0.05
C  -3.137  0.697  0.633  -0.13
C  -4.524  0.512  0.440  -0.02
C  -4.960  -0.478  -0.384  0.01
C  -4.016  -1.296  -1.049  -0.10
H  -4.510  5.593  -3.556  0.09
H  -5.301  4.617  -2.299  0.10
H  -6.088  4.846  -3.883  0.09
H  -3.125  1.507  -4.408  0.12
H  -3.848  -0.810  -3.989  0.12
H  -7.585  0.621  -2.507  0.12
H  -6.837  2.953  -2.839  0.10
H  -3.577  -3.842  -3.229  0.12
H  -1.189  -3.544  -2.504  0.13
H  -2.767  1.500  1.259  0.05
H  -5.221  1.164  0.949  0.11
H  -6.021  -0.650  -0.525  0.12

Force components x, y, z for each atom (eV/Å):
-0.04 -0.53 3.40
0.28 0.00 -0.39
-0.30 0.18 0.01
0.15 -0.37 -0.35
-0.20 0.07 0.04
0.06 0.05 0.11
0.00 -0.11 -0.15
0.15 0.02 0.08
-0.05 0.04 0.08
-0.04 -0.03 0.04
0.02 0.05 0.00
-0.03 -0.01 -0.07
0.08 -0.03 0.01
-0.01 -0.03 0.01
-0.06 0.00 -0.01
-0.03 0.00 -0.03
0.03 0.01 -0.05
0.04 0.01 -0.02
0.17 0.03 0.12
-0.01 0.02 -0.06
-0.03 0.01 -0.01
0.00 -0.01 -0.01
-0.06 -0.04 -0.02
0.07 -0.01 0.02
-0.04 -0.02 0.09
0.04 0.02 0.03
0.02 0.03 0.02
0.00 0.01 -0.03
-0.01 0.01 -0.06
-0.05 -0.01 0.04
0.01 -0.09 -0.03
-0.03 0.00 0.01
0.00 0.01 0.05
-0.04 0.01 -0.03
-0.01 0.02 -0.03
0.00 0.02 0.01
-0.02 0.00 -0.01
-0.02 0.01 -0.01
0.01 0.01 -0.02
0.03 0.02 0.01
-0.02 0.01 0.04
-0.01 0.00 -0.01
-0.02 -0.01 -0.02
-0.01 -0.02 -0.01
0.01 0.00 0.02
0.00 -0.01 0.00
0.03 0.01 -0.01
0.02 0.01 -0.03
0.00 0.00 -0.02
-0.01 -0.01 0.01
0.47 0.05 -0.15
-0.62 0.00 0.21
0.37 0.20 0.05
-0.06 -0.47 -0.89
-0.41 0.29 0.07
-0.09 0.03 -0.02
0.07 0.04 -0.07
-0.01 0.05 -0.07
0.05 -0.14 -0.01
0.44 -0.22 0.08
0.00 -0.20 0.14
-0.07 0.16 -0.06
0.34 0.63 -0.38
-0.59 0.76 -0.82
-0.04 0.01 -0.04
-0.02 -0.02 0.01
0.00 -0.01 0.02
0.04 0.00 0.00
0.04 -0.11 -0.09
-0.03 0.08 0.06
-0.02 0.15 -0.02
-0.01 -0.04 0.03
-0.02 -0.05 -0.18
-0.25 -0.46 -0.09
-0.12 0.26 0.11
-0.03 -0.16 0.04
0.65 0.19 -0.22
0.12 0.52 0.50
-0.51 -0.23 -0.07
0.45 -0.18 -0.16
0.01 -0.62 -0.32
0.33 0.68 0.29
-0.33 -0.69 -0.84
0.25 0.24 0.41
-0.08 -0.13 -0.65
-0.06 0.00 0.14
0.13 0.06 0.15
-0.16 -0.11 -0.06
-0.35 0.01 0.17
0.03 0.01 -0.02
0.01 0.00 0.04
-0.03 0.00 -0.01
-0.04 -0.03 0.01
0.02 0.01 -0.02
-0.01 0.02 -0.05
-0.02 0.01 -0.01
0.02 -0.04 0.07
-0.04 0.03 -0.02
-0.03 0.02 -0.03
0.03 -0.01 0.01
0.09 0.05 -0.04

* spin multiplicity: 1
* energy relative to the best compared isomer or geometry (same formula, charge and spin): 26.2 kcal per mole
* E_LUMO: -0.0143 Eh
* HOMO energy: -7.7 eV
* total energy: -4911.42662 Ha
* Kohn-Sham gap: 7.3 eV

---

[2]
Below is C24H53FeN2O15 as an isolated structure at a distorted geometry, with properties calculated with ωB97M-V/def2-TZVPD.

Last column: Löwdin charge in e.
Element x y z (Å)
Fe  -0.716  0.456  0.043  1.09
C  -4.651  1.196  -1.703  -0.09
C  -4.081  0.958  -0.290  -0.40
O  -2.689  0.848  -0.126  -0.31
H  -5.714  1.362  -1.533  0.07
H  -4.473  0.262  -2.236  0.06
H  -4.246  2.068  -2.218  0.06
H  -4.531  0.039  0.088  0.09
H  -4.585  1.751  0.262  0.09
C  -1.782  0.577  3.927  -0.08
C  -1.171  -0.642  3.197  -0.36
O  -0.730  -0.387  1.877  -0.35
H  -2.079  1.383  3.256  0.06
H  -1.049  0.995  4.617  0.04
H  -2.651  0.339  4.540  0.06
H  -0.352  -0.979  3.832  0.09
H  -2.000  -1.345  3.119  0.08
C  1.201  1.593  -3.906  -0.09
C  -0.092  1.070  -3.152  -0.36
O  -0.014  1.150  -1.750  -0.34
H  1.366  2.670  -3.879  0.05
H  1.251  1.436  -4.984  0.06
H  2.101  1.148  -3.480  0.04
H  -0.306  0.058  -3.495  0.08
H  -0.850  1.734  -3.568  0.07
C  0.630  3.680  5.143  0.04
N  1.731  2.788  4.594  -0.41
O  1.425  2.183  3.581  0.06
O  2.813  2.759  5.116  0.09
H  0.723  4.766  5.159  0.10
H  0.582  3.425  6.202  0.09
H  -0.417  3.526  4.882  0.08
C  -1.919  4.676  -3.902  0.04
N  -0.954  5.066  -2.849  -0.43
O  -1.455  4.988  -1.714  0.05
O  0.148  5.392  -3.193  0.08
H  -2.722  4.131  -3.406  0.09
H  -1.283  4.111  -4.585  0.09
H  -2.231  5.596  -4.395  0.10
O  1.415  -4.975  -1.019  0.09
C  0.828  -5.605  -0.172  -0.52
O  1.001  -5.474  1.141  0.01
C  1.647  -4.328  1.692  -0.20
C  1.320  -4.112  3.201  -0.03
C  -0.013  -6.832  -0.510  0.02
H  1.281  -3.434  1.187  0.10
H  2.695  -4.293  1.395  0.13
H  0.256  -3.938  3.364  0.08
H  1.663  -3.122  3.500  0.06
H  1.836  -4.907  3.741  0.08
H  0.396  -7.355  -1.374  0.09
H  -1.045  -6.593  -0.766  0.08
H  -0.190  -7.585  0.258  0.08
O  -0.783  -1.612  -0.801  0.01
C  -1.663  -2.491  -0.877  -0.42
O  -1.787  -3.358  -1.907  -0.03
C  -1.145  -3.219  -3.178  -0.17
C  -1.745  -4.452  -3.966  -0.04
C  -2.699  -2.632  0.205  0.04
H  -0.087  -3.403  -2.990  0.11
H  -1.337  -2.248  -3.635  0.12
H  -1.313  -5.299  -3.432  0.06
H  -1.225  -4.623  -4.908  0.08
H  -2.819  -4.609  -3.868  0.08
H  -2.559  -3.571  0.740  0.09
H  -3.636  -2.872  -0.296  0.09
H  -2.734  -1.835  0.948  0.07
O  1.673  0.064  0.342  -0.01
C  2.698  -0.570  0.816  -0.36
O  3.339  -1.646  0.237  -0.02
C  2.793  -2.302  -0.958  -0.23
C  3.023  -1.509  -2.174  -0.07
C  3.279  -0.103  2.140  0.03
H  1.748  -2.609  -0.916  0.09
H  3.427  -3.189  -0.997  0.12
H  3.069  -2.272  -2.952  0.09
H  4.029  -1.092  -2.216  0.09
H  2.281  -0.732  -2.353  0.06
H  4.363  -0.018  2.219  0.09
H  2.958  -0.805  2.910  0.08
H  2.821  0.853  2.394  0.05
O  -0.068  2.251  0.930  0.03
C  -0.008  3.454  0.981  -0.51
O  1.035  4.246  0.812  0.02
C  2.331  3.727  0.412  -0.15
C  3.359  4.902  0.241  -0.05
C  -1.157  4.249  1.515  0.04
H  2.106  3.252  -0.543  0.12
H  2.722  2.967  1.089  0.11
H  4.325  4.573  -0.141  0.07
H  3.618  5.437  1.155  0.07
H  3.012  5.515  -0.591  0.07
H  -1.374  5.112  0.886  0.08
H  -1.103  4.517  2.571  0.08
H  -2.082  3.677  1.447  0.09

Force components x, y, z for each atom (eV/Å):
-1.56 0.07 0.06
0.58 -0.80 0.64
0.55 0.03 -0.22
0.98 0.15 -0.22
-0.17 -0.15 -0.35
-0.17 0.28 -0.66
0.22 -0.14 0.06
-0.27 -0.31 0.03
0.70 0.43 0.89
0.36 0.49 0.21
-0.75 1.34 -1.48
0.24 0.38 -0.58
0.03 -0.18 -0.30
0.14 0.17 0.01
-0.09 -0.31 -0.06
0.09 -0.58 -0.11
0.17 -0.73 0.29
0.19 -0.23 0.67
1.06 0.92 0.15
-0.25 -0.38 0.48
-0.37 0.24 0.69
-0.51 -0.69 -0.12
0.03 -0.10 0.04
-0.03 -0.29 -0.05
-0.79 -0.04 0.19
-0.79 0.04 2.47
-1.56 0.98 -1.65
0.08 -0.03 0.30
0.07 0.20 0.64
1.20 -0.17 -0.66
0.43 -0.02 0.20
0.53 -0.88 -1.25
0.67 -0.04 -0.44
-2.29 -0.60 1.16
1.79 0.59 -0.83
0.45 0.25 0.72
0.17 0.07 -0.43
-0.58 -0.26 -0.19
-0.16 -0.11 0.09
-0.54 0.36 0.29
0.74 -1.45 -0.30
-0.75 -0.23 0.72
-0.40 2.03 -0.10
0.68 -0.10 -1.51
-0.70 -0.37 -0.16
-0.42 -0.01 -0.26
0.26 -0.55 0.58
-0.16 -1.04 -0.02
0.80 -0.11 -0.10
-0.62 0.18 0.60
0.17 0.30 -0.01
0.04 0.63 -0.26
0.68 0.34 0.47
-1.15 -1.52 -1.11
1.40 1.75 0.17
-0.90 0.97 1.91
-0.38 -1.54 -0.50
1.97 0.06 1.34
-0.35 -1.33 -0.49
0.12 0.32 -0.43
-0.01 0.01 0.23
-0.15 -0.22 0.45
-0.81 0.62 -0.53
0.07 0.60 -0.64
0.54 -0.13 0.14
-0.31 0.63 0.06
0.17 0.21 -0.59
4.22 -3.39 1.32
-2.90 1.73 -1.99
-1.78 1.65 1.24
0.66 -0.04 0.71
0.57 0.26 -1.12
-0.27 -0.07 -0.22
0.11 0.26 0.72
-0.29 -0.10 0.12
-0.53 0.25 -0.56
0.02 0.26 0.30
0.02 -0.17 -0.05
-0.01 -0.23 -0.43
-0.02 -0.15 0.02
0.05 -0.20 -0.16
0.88 -0.38 -0.87
-0.64 0.82 1.62
0.79 0.01 0.27
0.66 0.34 -0.82
-0.75 -0.90 -0.55
-1.69 0.18 -0.63
0.53 -0.16 -0.10
-0.44 0.05 0.27
-0.06 -0.75 0.11
-0.59 0.17 -0.04
-0.24 0.57 0.49
0.47 0.28 0.25
0.65 0.15 -0.13
0.19 -0.47 -0.10

* spin multiplicity: 6
* E_LUMO (spin up / spin down): 0.0071 / 0.0002 Eh
* HOMO energy (spin up / spin down): -8.1 / -7.6 eV
* total energy: -3447.77640 Ha
* Kohn-Sham gap (spin up / spin down): 8.3 / 7.6 eV

---

[3]
Below is an isolated ion of composition C8H17N4O and charge +1 at a distorted geometry, with properties calculated with ωB97M-V/def2-TZVPD.

Last column: Löwdin charge in e.
Element x y z (Å)
H  2.028  -1.903  0.084  0.06
N  1.812  -1.087  -0.370  0.16
C  2.501  -0.290  -1.048  -0.22
N  1.893  0.673  -1.810  0.08
C  0.596  0.894  -1.963  -0.16
N  -0.316  0.184  -1.466  0.17
C  -0.602  -1.081  -1.089  -0.32
N  -1.070  -1.499  0.074  0.12
C  -1.078  -0.859  1.394  -0.15
C  -1.109  0.651  1.476  -0.20
C  -0.542  1.086  2.831  -0.30
C  -0.582  2.529  3.046  -0.15
O  -0.809  -2.003  -2.121  -0.03
C  -0.276  -1.873  -3.479  0.01
H  3.661  -0.311  -1.083  0.17
H  2.621  1.141  -2.296  0.14
H  0.229  1.920  -2.401  0.19
H  -1.366  -2.436  -0.018  0.15
H  -1.989  -1.283  1.750  0.12
H  -0.242  -1.169  2.117  0.15
H  -2.093  1.070  1.328  0.12
H  -0.574  1.060  0.603  0.10
H  0.500  0.789  2.959  0.11
H  -1.050  0.483  3.702  0.16
H  -1.486  2.996  2.698  0.07
H  -0.245  2.952  4.077  0.12
H  0.057  3.109  2.426  0.06
H  0.678  -1.483  -3.430  0.05
H  -0.881  -1.355  -4.235  0.11
H  -0.265  -2.903  -3.754  0.10

Force components x, y, z for each atom (eV/Å):
1.86 -1.72 1.37
-1.91 2.06 -1.74
1.89 -2.37 1.53
2.27 0.10 -0.33
-1.77 2.27 -0.08
-1.78 -1.63 0.39
-0.31 0.33 -2.76
1.47 1.38 -1.39
0.64 -0.45 0.90
0.51 0.28 -0.62
-0.15 -2.19 1.42
0.22 2.96 1.86
0.11 1.45 2.01
-1.76 -0.57 0.65
-1.88 0.32 -0.26
-0.23 1.31 -0.79
1.20 -2.02 0.51
-0.51 -1.10 0.33
-0.62 -0.07 1.05
-0.85 -0.23 -1.58
-0.60 -0.13 0.19
0.32 0.07 0.76
0.15 -0.37 -0.41
0.46 1.19 -1.63
-1.13 -0.01 0.68
-1.09 -1.18 -1.46
1.37 -0.11 -1.00
2.08 0.78 -0.04
-0.29 0.28 0.86
0.34 -0.64 -0.44

* net charge: +1
* spin multiplicity: 1
* energy relative to the best compared isomer or geometry (same formula, charge and spin): 58.8 kcal per mole
* E_LUMO: -0.1210 Eh
* HOMO energy: -13.5 eV
* total energy: -608.97780 Ha
* Kohn-Sham gap: 10.2 eV
* structure (SMILES): [H]/N=C/N/C=N\C(=[NH+]/CCCC)OC